Record 1
CH5O2P | ωB97M-V with the def2-TZVPD basis set

Cartesian coordinates (Å):
C: 0.44147 0.65542 0.47422
O: -0.21490 -0.08164 -3.25204
O: 0.46302 0.86067 -0.96095
P: -0.15562 -0.32357 -1.82237
H: -0.43222 -0.02202 0.56734
H: 0.19018 1.60528 0.78937
H: 1.21669 0.10437 0.95084
H: 0.51735 -1.38622 -1.46363
H: -1.61140 -0.51691 -0.28810

Results
Spin multiplicity: 1
HOMO energy, eV: -9.922
Frontier orbital gap, eV: 9.74

Record 2
CH3ClFOP | ωB97M-V with the def2-TZVPD basis set

Cartesian coordinates (Å):
C: 0.33118 -0.16527 0.03193
O: 0.64912 -0.28287 1.40755
F: -1.05219 -1.29663 3.07560
P: 0.54708 -1.62935 2.26554
Cl: 1.78175 -1.11008 3.72300
H: -0.69873 0.33446 -0.26122
H: 0.50431 -1.17041 -0.35048
H: 1.17696 0.47606 -0.32475

Results
Spin multiplicity: 1
HOMO energy, eV: -10.428
Frontier orbital gap, eV: 11.18
SMILES: COP(F)Cl

Record 3
C20H29MgN8S2Te | ωB97M-V with the def2-TZVPD basis set

Cartesian coordinates (Å):
Mg: 0.71865 -0.02427 -0.24178
C: 2.78411 5.64051 0.52132
C: 1.42055 5.12985 0.96583
N: 0.73908 4.37813 -0.07871
C: 0.91051 3.06607 -0.33699
S: 1.73193 2.06024 0.80556
N: 0.42064 2.70617 -1.53182
N: 0.40735 1.37180 -1.74560
C: 0.23555 0.93955 -2.94710
C: 0.12848 1.83021 -4.14049
C: 0.18457 -0.53743 -3.09168
C: -0.00631 -1.14009 -4.33053
C: 0.00572 -2.51981 -4.42393
C: 0.22726 -3.27469 -3.28270
C: 0.39140 -2.60676 -2.08504
N: 0.34846 -1.27781 -1.97722
H: 3.26566 6.19322 1.32878
H: 2.69103 6.30594 -0.33840
H: 3.42675 4.80407 0.24509
H: 0.77012 5.95937 1.24557
H: 1.52356 4.47489 1.82755
H: 0.38880 4.89902 -0.87023
H: 0.51300 2.81274 -3.88430
H: -0.91227 1.94577 -4.45487
H: 0.69409 1.43042 -4.98179
H: -0.16322 -0.53221 -5.20859
H: -0.14868 -3.00232 -5.38010
H: 0.26798 -4.35385 -3.31555
H: 0.56176 -3.15317 -1.16593
C: 0.30904 -1.70850 3.87995
C: 0.27590 -0.96591 2.58067
N: 1.07615 -1.17714 1.60450
N: 2.04822 -2.11887 1.72396
C: 3.04730 -2.21062 0.78800
N: 3.92732 -3.19444 1.03692
S: 3.17517 -1.21830 -0.53698
C: -0.72534 0.11584 2.36536
C: -1.35473 0.74056 3.42603
C: -2.25386 1.76451 3.15764
C: -2.50674 2.11116 1.84426
C: -1.82074 1.44540 0.84082
N: -0.94315 0.47984 1.09398
H: 0.55044 -2.76205 3.73428
H: -0.66102 -1.67265 4.36814
H: 1.04827 -1.27458 4.55864
H: 2.10609 -2.66246 2.57073
H: 3.95548 -3.70089 1.90591
H: 4.71735 -3.27380 0.41999
H: -1.13072 0.46438 4.44639
H: -2.74848 2.28012 3.96967
H: -3.21720 2.88578 1.59427
H: -1.96684 1.69753 -0.20232
C: -3.21477 -3.71474 -1.30076
Te: -2.37147 -2.26859 0.01201
C: -3.55168 -2.86442 1.68123
H: -4.28757 -3.55283 -1.36121
H: -3.00348 -4.72022 -0.94615
H: -2.77111 -3.57064 -2.28388
H: -3.39188 -3.92203 1.87415
H: -4.60200 -2.67324 1.47910
H: -3.24047 -2.28376 2.54834

Results
Spin multiplicity: 1
HOMO energy, eV: -9.894
Charge: +1
Frontier orbital gap, eV: 6.74

Record 4
C11H18AsKN4S | ωB97M-V with the def2-TZVPD basis set

Cartesian coordinates (Å):
K: 0.27295 2.74431 -0.14545
C: 0.26352 -1.17808 2.83356
C: 0.54661 -0.07945 1.83842
N: -0.30713 0.86267 1.57730
N: -1.48448 0.76969 2.21516
C: -2.37325 1.73764 2.03419
N: -3.55667 1.47256 2.65696
S: -2.27098 3.22740 1.20642
C: 1.81520 -0.11912 1.10228
C: 2.74032 -1.14299 1.35531
C: 3.91749 -1.20914 0.63777
C: 4.17279 -0.25127 -0.33240
C: 3.21543 0.72913 -0.51655
N: 2.07593 0.81028 0.16358
H: -0.69873 -0.98111 3.29130
H: 1.02881 -1.21176 3.61180
H: 0.22808 -2.15605 2.34667
H: -3.58318 0.70839 3.31056
H: -4.20788 2.22953 2.75385
H: 2.53020 -1.88511 2.10983
H: 4.62880 -2.00162 0.83198
H: 5.07711 -0.26137 -0.92347
H: 3.37091 1.50270 -1.26386
C: -2.29576 0.53542 -3.62878
As: -0.99453 0.55512 -2.16288
C: -1.94658 -0.66067 -0.97024
C: 0.27257 -0.74329 -2.90190
H: -2.55236 -0.48949 -3.89818
H: -1.88833 1.04395 -4.50195
H: -3.19811 1.05852 -3.31438
H: -2.35360 -1.50312 -1.53093
H: -2.75168 -0.12872 -0.46518
H: -1.25836 -1.02600 -0.20908
H: -0.24026 -1.64858 -3.22855
H: 1.00249 -1.00177 -2.13396
H: 0.80266 -0.30859 -3.74922

Results
Spin multiplicity: 1
HOMO energy, eV: -7.005
Frontier orbital gap, eV: 6.97

Record 5
C4H8N2O | ωB97M-V with the def2-TZVPD basis set

Cartesian coordinates (Å):
C: -1.30359 0.85494 -0.10903
C: -0.17442 0.15482 0.64480
O: -0.65621 -0.72748 1.61468
C: 0.63580 -0.69816 -0.30120
N: 0.12847 -1.87599 -0.64129
C: 0.71515 1.12217 1.29964
N: 1.43461 1.90756 1.76436
H: -1.95206 1.35436 0.61375
H: -1.88910 0.11434 -0.66478
H: -0.92715 1.61195 -0.80676
H: -0.70786 -1.58744 1.13116
H: 1.73723 -0.69231 -0.26207
H: 1.26186 0.87455 -1.40296
H: 0.80978 -2.53997 -1.00584
H: 0.88750 0.12665 -1.87447

Results
Spin multiplicity: 1
HOMO energy, eV: -10.548
Frontier orbital gap, eV: 10.78

Record 6
C4H12NS | ωB97M-V with the def2-TZVPD basis set

Cartesian coordinates (Å):
C: 1.01981 -1.00191 -0.87442
C: 0.69940 0.97703 1.12448
C: -1.00707 1.40819 -0.63731
C: -0.28760 -0.93169 -0.16026
N: -0.53720 0.42422 0.43239
S: -0.37453 -2.16691 1.28120
H: 1.08265 -1.98564 -1.39491
H: 1.27840 -0.33308 -1.66918
H: 1.98106 -0.93460 -0.15795
H: 0.36323 1.67221 1.87833
H: 1.26126 0.21460 1.68643
H: 1.41886 1.30537 0.45602
H: -0.53629 1.23925 -1.56657
H: -2.14268 1.32440 -0.82531
H: -0.81058 2.41779 -0.33645
H: -1.18080 -0.96278 -0.82466
H: -1.31369 0.40713 1.05125
H: -0.91422 -3.07359 0.53691

Results
Spin multiplicity: 1
HOMO energy, eV: -13.809
Charge: +1
Frontier orbital gap, eV: 10.70
SMILES: C[C@@H](S)[NH+](C)C

Record 7
C24H34N2O4 | ωB97M-V with the def2-TZVPD basis set

Cartesian coordinates (Å):
C: -3.87748 -2.81230 3.03600
H: -3.99841 -3.82536 3.30708
O: -4.05641 -2.73757 1.54935
C: -3.98769 -1.69138 0.83743
C: -3.54212 -0.64339 1.23135
C: -3.50017 0.56109 0.61665
C: -3.89393 0.43417 -0.60654
C: -4.29767 -0.60789 -1.43506
C: -4.44693 -1.72767 -0.58105
O: -4.81771 -2.97023 -1.01042
H: -4.94238 -3.36742 -0.26040
O: -4.75178 -0.71200 -2.71312
C: -4.53315 0.10245 -3.60098
H: -3.50336 0.73107 -3.54500
H: -5.20981 1.09627 -3.30089
H: -4.96554 -0.11858 -4.32822
H: -3.68558 1.27829 -1.33892
C: -2.88656 1.86998 1.19246
N: -1.30199 2.14667 0.87567
C: -0.68202 1.04150 1.72035
C: 0.78979 1.35135 1.47975
N: 1.22861 1.69187 0.38426
C: 1.67230 0.49289 -0.44005
H: 1.56291 0.63293 -1.39521
C: 3.09927 0.09520 -0.40324
H: 3.87728 0.76617 -0.37564
H: 3.19021 -0.49936 0.89884
C: 3.54048 -1.14187 -1.01637
C: 4.82226 -1.76900 -0.53237
C: 6.02617 -1.16763 -1.18596
C: 7.29402 -1.38519 -0.97423
C: 7.47034 -2.49940 -0.09527
C: 6.45362 -3.04032 0.67090
C: 5.11021 -2.83736 0.29327
H: 4.26004 -3.25457 0.80439
H: 6.62814 -3.64261 1.43328
H: 8.53649 -2.75693 0.11891
H: 8.11968 -0.99908 -1.14489
H: 5.80792 -0.32215 -1.98874
H: 3.32411 -0.92978 -1.95196
H: 2.88419 -2.19452 -0.62111
H: 0.83580 -0.36717 -0.04522
C: 0.40391 2.49891 -0.46754
C: -1.03202 2.00200 -0.41461
H: -1.22571 1.25152 -1.05752
H: -1.42483 2.84712 -0.94823
C: 0.78520 3.86341 0.06379
H: 0.20953 4.49578 -0.53253
H: 0.40640 4.13233 0.95465
C: 2.02838 4.49486 -0.05216
O: 3.05799 3.79105 0.70679
H: 2.84396 2.84069 0.60636
H: 2.67240 4.37244 -1.24820
H: 2.30848 5.40362 0.26075
H: 0.93828 2.45629 -1.43072
H: 1.03109 2.35953 2.36856
H: 1.39698 0.49395 1.95837
H: -0.89458 0.01590 1.18146
H: -0.95167 1.02604 2.66391
H: -2.90073 1.98432 2.47650
H: -3.23583 2.71825 0.53229
H: -3.24775 -0.39621 2.51600
H: -2.82485 -2.58144 3.07394
H: -4.70492 -2.11984 3.58842

Results
Spin multiplicity: 1
HOMO energy, eV: -7.986
Frontier orbital gap, eV: 8.43

Record 8
C2H2S | ωB97M-V with the def2-TZVPD basis set

Cartesian coordinates (Å):
C: -0.35537 0.27221 -0.14094
C: 0.61936 -0.51391 0.06498
S: 0.72810 1.25809 0.85596
H: -2.25858 0.33367 -0.80049
H: 1.26648 -1.35006 0.02048

Results
Spin multiplicity: 3
HOMO energy (alpha / beta), eV: -7.252 / -9.467
Frontier orbital gap (alpha / beta), eV: 7.74 / 7.21
⟨S²⟩: 2.017

For each record above, in turn, the calculated molecular weight values are 80.02 116.46 597.55 352.38 100.12 106.21 414.55 58.11 g mol⁻¹.
For each record above, in turn, the calculated relative energy (zero: lowest compared OMol25 entry of this formula, charge and spin) values are 53.79 44.64 4.54 0.00 110.07 30.17 570.44 69.91 kcal/mol.